A cluster of 2 separate species, C6H14N2O2 in total. Source: the OMol25 dataset; level of theory: ωB97M-V/def2-TZVPD.

Last column: natural (NBO) charge in e.
Positions of all 24 atoms, in Å:
O1 -3.394 -2.750 -0.508  -0.652
O2 1.055 -0.383 -0.894  -0.761
N1 3.221 -0.297 -0.012  -0.872
N2 -2.365 -0.750 -0.884  -0.846
C1 2.411 1.637 -1.182  -0.773
C2 2.138 0.270 -0.588  0.461
C3 -1.988 -0.649 1.901  -0.622
C4 -1.960 -2.020 1.323  -0.492
C5 1.273 2.604 -1.000  -0.674
C6 -2.495 -1.934 -0.177  0.678
H1 -1.811 -0.891 3.111  0.191
H2 3.323 2.184 -0.616  0.160
H3 -1.444 -0.178 -0.801  0.419
H4 0.416 2.205 -1.416  0.208
H5 -1.118 -2.738 1.422  0.237
H6 -2.847 -0.287 -1.508  0.384
H7 3.883 0.255 0.021  0.341
H8 -2.892 -2.537 1.781  0.224
H9 -1.108 0.086 1.644  0.227
H10 3.311 -1.240 0.288  0.377
H11 1.584 3.631 -1.264  0.197
H12 2.790 1.403 -2.299  0.173
H13 0.959 2.576 0.018  0.199
H14 -2.944 -0.197 1.640  0.214

Cartesian forces, eV/Å:
O 2.2 1.3 0.4
O 2.8 1.8 1.1
N -8.0 -5.5 -0.7
N 7.3 -1.0 5.0
C 2.9 0.4 0.2
C -3.0 -1.8 -1.5
C 3.2 0.8 3.6
C -2.0 -1.5 -2.0
C 1.4 0.4 0.2
C -3.6 -0.5 -0.4
H -0.9 1.3 -2.9
H -1.6 -1.6 -1.3
H -1.7 -1.8 0.4
H -1.8 -0.2 -1.9
H -0.2 1.0 0.1
H -4.0 1.3 -4.1
H 8.7 6.3 0.8
H 1.7 0.5 -0.7
H -1.7 -1.6 0.2
H -0.3 -0.5 0.0
H -0.6 -0.4 -0.2
H -1.0 0.7 1.9
H 0.3 0.3 1.3
H 0.1 0.2 0.6

HOMO-LUMO gap (spin up / spin down) = 2.6 / 9.3 eV
highest occupied orbital energy (spin up / spin down) = 0.794 / -5.938 eV
relative energy (zero: lowest compared OMol25 entry of this formula, charge and spin) = 82.8 kcal per mole
spin multiplicity = 2
net charge = -1
F_max = 10.75 eV Å⁻¹

A cluster of 10 separate species, H20O10 in total. Source: the OMol25 dataset; level of theory: ωB97M-V/def2-TZVPD.

Last column: natural (NBO) charge in e.
Positions of all 30 atoms, in Å:
O1 0.994 1.575 -3.662  -0.960
O2 -1.401 -1.495 2.485  -0.984
O3 -2.717 0.542 1.123  -0.982
O4 -3.065 0.165 -1.626  -0.971
O5 1.138 -0.224 3.216  -0.974
O6 -1.607 -2.108 -0.587  -0.972
O7 0.415 -0.108 -0.028  -0.949
O8 -0.562 2.050 2.461  -0.977
O9 3.776 1.283 -2.247  -0.972
O10 3.318 -0.804 -0.553  -0.961
H1 -3.825 0.017 -2.203  0.503
H2 1.935 1.684 -3.454  0.495
H3 0.470 -0.704 2.696  0.501
H4 2.982 -1.237 0.244  0.503
H5 -3.565 0.376 1.554  0.489
H6 0.963 0.212 -0.759  0.490
H7 4.343 0.799 -2.856  0.467
H8 -1.974 -0.998 1.866  0.497
H9 0.182 1.431 2.564  0.489
H10 3.662 0.691 -1.473  0.492
H11 -0.483 0.128 -0.275  0.461
H12 -2.706 1.021 -1.905  0.498
H13 -1.259 1.518 2.053  0.473
H14 -1.557 -2.423 2.277  0.476
H15 -2.910 0.520 0.166  0.500
H16 0.864 0.622 -3.688  0.461
H17 4.274 -0.751 -0.410  0.476
H18 1.149 -0.676 4.065  0.472
H19 -0.877 -1.800 -0.029  0.484
H20 -1.956 -1.307 -1.014  0.474

Cartesian forces, eV/Å:
O 0.0 -0.1 0.1
O -0.2 -0.1 -0.2
O -0.3 -0.1 -0.2
O 0.1 0.6 -0.3
O 0.1 -0.3 -0.3
O -0.1 0.2 0.1
O 0.1 0.0 -0.1
O 0.1 -0.2 -0.1
O 0.1 -0.1 0.2
O 0.4 -0.3 0.3
H 0.1 -0.1 0.1
H -0.1 0.0 0.2
H 0.0 0.1 0.2
H -0.2 0.2 -0.1
H 0.1 0.2 0.0
H 0.0 0.0 0.2
H 0.0 0.0 0.1
H 0.4 -0.1 0.2
H -0.2 0.2 0.2
H -0.3 0.5 -0.6
H 0.1 0.3 0.1
H 0.0 -0.2 -0.1
H 0.1 0.2 0.1
H 0.0 0.1 0.0
H -0.2 -0.1 0.4
H 0.1 0.0 -0.1
H -0.1 -0.2 0.1
H -0.1 0.1 0.0
H 0.0 -0.1 -0.3
H 0.1 -0.5 0.1

HOMO-LUMO gap = 9.8 eV
highest occupied orbital energy = -9.940 eV
relative energy (zero: lowest compared OMol25 entry of this formula, charge and spin) = 54.4 kcal per mole
structure (SMILES) = O.O.O.O.O.O.O.O.O.O
F_max = 0.84 eV Å⁻¹